1.
Computed, not measured: a gas-phase ion, C6H10 (charge -1) at a distorted geometry, with ωB97M-V/def2-TZVPD.

Values from the calculation:
**LUMO energy (spin up / spin down)**: 4.228 / 4.267 eV
**Multiplicity**: 2
**Orbital gap (spin up / spin down)**: 2.48 / 8.97 eV
**Total charge**: -1
**HOMO energy (spin up / spin down)**: 1.7 / -4.7 eV
**⟨S²⟩**: 0.752

```
16
C6H10 (ωB97M-V/def2-TZVPD)
C 0.138 -1.787 0.112
C 0.963 -0.515 0.002
C 2.155 -0.426 0.550
C 0.272 0.701 -0.560
C -1.282 0.763 -0.414
C -1.944 1.764 0.131
H 0.645 -2.636 -0.423
H -0.802 -1.651 -0.323
H -0.194 -2.089 1.104
H 2.647 -1.183 1.004
H 2.527 0.497 0.596
H 0.687 1.630 -0.095
H 0.501 0.753 -1.680
H -1.707 -0.191 -0.663
H -1.603 2.683 0.620
H -3.002 1.687 0.041
```

2.
Computed, not measured: 6 unconnected molecules or ions with the total composition C19H51N9O11P2 at a distorted geometry, with ωB97M-V/def2-TZVPD.

Values from the calculation:
**LUMO energy (spin up / spin down)**: -2.488 / -6.872 eV
**Multiplicity**: 2
**Orbital gap (spin up / spin down)**: 7.68 / 3.30 eV
**Total charge**: +1
**HOMO energy (spin up / spin down)**: -10.2 / -10.2 eV
**⟨S²⟩**: 0.756

```
92
C19H51N9O11P2 (ωB97M-V/def2-TZVPD)
C 25.427 7.443 -8.533
N 26.118 7.323 -9.840
O 26.131 6.289 -10.491
O 26.709 8.361 -10.029
H 24.840 8.357 -8.616
H 26.202 7.554 -7.776
H 24.654 6.693 -8.362
C 17.050 11.229 -8.097
N 17.646 11.837 -9.373
O 17.203 12.918 -9.789
O 18.540 11.303 -9.824
H 16.105 11.688 -7.805
H 17.725 11.397 -7.257
H 16.904 10.155 -8.210
C 18.895 3.950 -8.106
N 18.523 2.865 -7.101
O 17.898 3.153 -6.126
O 18.942 1.710 -7.265
H 17.876 4.275 -8.318
H 19.391 3.513 -8.972
H 19.606 4.709 -7.781
C 22.217 9.900 -6.670
C 21.039 9.491 -7.661
C 21.470 8.369 -8.534
O 20.300 7.576 -8.417
C 19.563 7.854 -7.302
O 18.693 7.122 -6.879
O 20.152 8.906 -6.724
H 23.214 10.057 -7.082
H 22.280 9.212 -5.827
H 21.960 10.877 -6.262
H 20.422 10.234 -8.166
H 22.209 7.704 -8.088
H 21.861 8.412 -9.550
O 19.212 5.730 -0.504
P 19.209 5.899 -1.949
N 19.796 4.575 -2.841
C 20.060 4.587 -4.302
C 19.441 3.270 -2.430
N 19.945 7.325 -2.574
C 20.890 8.079 -1.922
C 19.509 7.833 -3.878
N 17.501 6.117 -2.452
C 16.955 5.527 -3.711
C 16.631 7.232 -1.840
H 19.143 4.822 -4.843
H 20.482 3.656 -4.679
H 20.694 5.404 -4.649
H 18.557 2.964 -2.989
H 19.126 3.242 -1.386
H 20.348 2.668 -2.389
H 21.891 7.908 -2.320
H 20.673 9.139 -2.045
H 20.945 7.837 -0.860
H 19.519 8.923 -3.901
H 20.308 7.687 -4.606
H 18.540 7.431 -4.171
H 15.986 5.988 -3.907
H 17.592 5.832 -4.541
H 17.013 4.440 -3.655
H 17.152 7.822 -1.086
H 15.731 6.681 -1.566
H 16.368 7.850 -2.698
O 25.662 14.827 -3.407
P 24.276 14.969 -3.919
N 23.756 13.517 -4.590
C 24.690 12.679 -5.268
C 22.337 13.271 -4.855
N 24.093 16.225 -5.132
C 23.022 16.149 -6.076
C 25.292 16.955 -5.452
N 23.132 15.286 -2.642
C 22.604 16.624 -2.362
C 23.159 14.458 -1.311
H 24.445 11.620 -5.187
H 25.726 12.931 -5.045
H 24.605 12.826 -6.345
H 21.679 13.916 -4.273
H 22.111 12.270 -4.486
H 22.026 13.105 -5.886
H 22.103 15.722 -5.674
H 22.722 17.192 -6.171
H 23.239 15.663 -7.027
H 25.700 16.309 -6.229
H 24.979 17.930 -5.826
H 26.010 17.096 -4.643
H 22.525 17.318 -3.199
H 21.596 16.563 -1.951
H 23.184 17.072 -1.556
H 22.379 14.736 -0.602
H 24.102 14.801 -0.885
H 23.228 13.393 -1.534
```

3.
Computed, not measured: a single C6H10O molecule, with ωB97M-V/def2-TZVPD.

Values from the calculation:
**SMILES string**: CC(C)=CCC=O
**LUMO energy**: 0.953 eV
**Multiplicity**: 1
**Orbital gap**: 9.99 eV
**HOMO energy**: -9.0 eV

```
17
C6H10O (ωB97M-V/def2-TZVPD)
C -2.303 0.222 -0.206
C -0.825 0.116 0.069
C -0.312 1.032 1.147
C -0.064 -0.758 -0.594
C 1.373 -1.095 -0.300
C 2.434 -0.074 -0.654
O 2.239 1.082 -0.936
H -2.618 1.261 -0.359
H -2.866 -0.155 0.659
H -2.600 -0.365 -1.080
H -0.434 2.074 0.828
H 0.748 0.884 1.364
H -0.885 0.911 2.076
H -0.528 -1.332 -1.396
H 1.653 -2.033 -0.797
H 1.518 -1.295 0.774
H 3.471 -0.477 -0.597
```

4.
Computed, not measured: a gas-phase ion, C23H43B2FN5O6 (charge +1) at a distorted geometry, with ωB97M-V/def2-TZVPD.

Values from the calculation:
**SMILES string**: C#C[C@@]1(CCCN)N[C@@](O)(CB(O)O)[C@](C#C)(N(C)C(C)=O)[N@@H+](B(O)N(C)C)[C@]1(CCCCO)[C@H](C)F
**LUMO energy**: -3.023 eV
**Multiplicity**: 1
**Orbital gap**: 8.37 eV
**Total charge**: +1
**HOMO energy**: -11.4 eV

```
80
C23H43B2FN5O6 (ωB97M-V/def2-TZVPD)
C -3.206 -2.171 0.871
C -1.884 -1.707 1.105
C -0.368 -0.981 1.068
C -0.093 -0.858 2.673
C -1.482 -0.645 3.585
C -0.926 0.006 5.023
N -1.384 1.430 5.250
N 0.533 -2.077 0.579
C 1.844 -1.631 -0.008
O 2.755 -1.269 1.080
C 2.433 -3.079 -0.613
B 2.734 -4.181 0.623
O 3.951 -4.123 1.481
O 1.748 -5.278 0.900
C 1.699 -0.447 -1.186
C 1.857 -1.306 -2.623
C 2.240 -2.008 -3.811
N 2.846 0.512 -1.199
C 4.201 -0.141 -1.495
C 2.847 1.602 -2.217
C 3.651 3.005 -1.769
O 2.262 1.694 -3.403
N 0.299 0.150 -1.223
B -0.626 -0.569 -2.237
O -0.864 0.035 -3.604
N -1.420 -1.827 -2.018
C -1.020 -2.987 -2.897
C -2.856 -1.519 -2.498
C -0.333 0.411 0.165
C -1.850 1.066 0.065
C -1.962 2.498 -0.715
C -2.509 3.748 0.255
C -3.693 4.639 -0.499
O -4.996 3.931 -0.441
C 0.573 1.570 0.906
C -0.063 2.378 2.166
F 1.100 2.668 0.080
H -4.202 -2.809 0.982
H 0.258 -1.953 3.010
H 0.784 -0.167 3.008
H -1.990 -1.654 3.886
H -2.200 0.164 3.142
H 0.236 -0.089 5.136
H -1.399 -0.637 5.910
H -2.251 1.672 4.722
H -0.590 2.068 5.000
H 0.033 -2.786 -0.001
H 2.463 -1.563 1.982
H 3.459 -2.989 -1.152
H 1.602 -3.662 -1.244
H 4.137 -5.066 1.791
H 0.872 -4.960 0.483
H 2.256 -2.546 -4.872
H 4.417 -0.251 -2.659
H 4.439 -1.090 -0.870
H 5.004 0.668 -1.134
H 2.945 3.908 -2.078
H 3.950 3.004 -0.637
H 4.627 3.113 -2.445
H 0.264 1.123 -1.659
H -0.197 0.773 -3.761
H -0.344 -3.699 -2.218
H -1.932 -3.684 -3.227
H -0.478 -2.636 -3.876
H -2.836 -1.755 -3.669
H -3.140 -0.389 -2.415
H -3.638 -2.263 -2.041
H -2.668 0.377 -0.442
H -2.336 1.239 1.144
H -2.820 2.412 -1.544
H -1.016 2.842 -1.305
H -1.635 4.512 0.513
H -2.974 3.322 1.262
H -3.797 5.677 0.070
H -3.342 4.879 -1.594
H -5.048 3.477 0.459
H 1.534 0.999 1.329
H -0.281 3.523 1.905
H 0.788 2.436 3.003
H -0.992 1.922 2.687
```

5.
Computed, not measured: 7 unconnected molecules or ions with the total composition C28H62BrN7O13P3 at a distorted geometry, with ωB97M-V/def2-TZVPD.

Values from the calculation:
**LUMO energy**: -3.207 eV
**Multiplicity**: 1
**Orbital gap**: 6.61 eV
**Total charge**: +1
**HOMO energy**: -9.8 eV

```
114
C28H62BrN7O13P3 (ωB97M-V/def2-TZVPD)
C 2.014 4.375 3.501
C 1.523 3.126 2.746
O 1.305 3.200 1.604
O 1.379 1.902 3.437
C 0.155 1.864 4.081
O 0.117 1.860 5.256
C -1.165 1.851 3.298
C -2.025 3.141 3.417
C -3.527 2.673 3.498
C -4.424 3.937 3.263
P -4.637 4.234 1.399
C -3.505 3.131 0.419
O -6.198 3.725 0.976
C -3.967 5.243 3.998
C -2.572 5.240 4.702
Br -2.886 5.567 6.643
P -1.415 6.636 4.158
P -1.863 7.163 2.102
O -2.098 5.975 1.254
O -0.662 8.073 1.492
O -3.156 8.133 2.153
N -1.801 3.945 4.646
H 1.911 5.285 2.892
H 1.464 4.424 4.462
H 3.103 4.275 3.762
H -0.905 1.739 2.223
H -1.791 0.971 3.529
H -1.955 3.824 2.549
H -3.732 2.312 4.535
H -3.732 1.832 2.821
H -5.439 3.674 3.628
H -2.450 3.459 0.473
H -3.803 3.234 -0.644
H -3.596 2.048 0.657
H -6.194 3.728 0.005
H -4.718 5.448 4.781
H -4.094 6.069 3.268
H -0.075 6.145 4.100
H 0.075 7.457 1.325
H -3.705 7.935 1.370
H -2.086 3.368 5.455
H -0.815 4.173 4.830
C 3.021 -1.095 0.953
O 3.458 -1.602 -0.063
N 2.835 -1.735 2.125
C 2.310 -1.063 3.292
C 3.171 -3.145 2.215
H 2.733 -0.028 0.993
H 3.039 -1.122 4.104
H 1.382 -1.554 3.602
H 2.104 -0.016 3.073
H 4.230 -3.280 1.982
H 2.580 -3.697 1.489
H 2.965 -3.519 3.215
C 5.150 4.450 5.954
O 4.207 3.898 5.402
N 6.414 4.447 5.506
C 7.485 5.125 6.214
C 6.721 3.742 4.272
H 5.024 5.010 6.894
H 7.926 5.882 5.564
H 8.251 4.399 6.492
H 7.108 5.606 7.115
H 6.132 4.165 3.457
H 6.455 2.689 4.381
H 7.780 3.830 4.042
C -0.406 -4.797 0.970
O 0.325 -4.100 1.659
N -0.200 -5.080 -0.326
C -1.110 -5.919 -1.088
C 0.975 -4.528 -0.985
H -1.321 -5.260 1.376
H -0.570 -6.789 -1.465
H -1.509 -5.352 -1.930
H -1.937 -6.256 -0.465
H 1.872 -4.874 -0.468
H 0.939 -3.439 -0.931
H 1.011 -4.841 -2.026
C -1.091 -5.087 -4.645
O -2.141 -5.696 -4.503
N -0.808 -4.262 -5.670
C 0.464 -3.567 -5.773
C -1.808 -4.061 -6.707
H -0.270 -5.169 -3.919
H 0.280 -2.489 -5.783
H 0.958 -3.861 -6.703
H 1.112 -3.811 -4.932
H -2.716 -3.659 -6.258
H -2.045 -5.021 -7.169
H -1.440 -3.372 -7.463
C 2.843 -5.713 -4.549
O 2.047 -5.089 -3.862
N 4.176 -5.681 -4.399
C 5.067 -6.446 -5.250
C 4.743 -4.850 -3.347
H 2.513 -6.370 -5.370
H 5.650 -7.136 -4.636
H 5.744 -5.766 -5.770
H 4.502 -7.016 -5.986
H 4.356 -5.174 -2.381
H 4.450 -3.811 -3.507
H 5.828 -4.928 -3.351
C -4.545 -1.778 -7.492
O -3.691 -2.148 -8.274
N -5.784 -2.305 -7.392
C -6.755 -1.816 -6.434
C -6.151 -3.399 -8.274
H -4.365 -0.955 -6.779
H -7.043 -2.628 -5.763
H -7.639 -1.457 -6.966
H -6.338 -1.000 -5.846
H -5.471 -4.237 -8.116
H -6.063 -3.073 -9.312
H -7.173 -3.715 -8.076
```

6.
Computed, not measured: a molecular structure, C20H43LaN2OP3S at a distorted geometry, with ωB97M-V/def2-TZVPD.

Values from the calculation:
**LUMO energy**: -11.791 eV
**Multiplicity**: 1
**Orbital gap**: 2.13 eV
**Total charge**: +3
**HOMO energy**: -13.9 eV

```
71
C20H43LaN2OP3S (ωB97M-V/def2-TZVPD)
La 0.061 0.010 1.189
P 0.334 -1.875 -0.109
P 2.315 -0.050 1.749
P -1.998 0.406 0.205
H 1.640 2.123 0.097
C 0.586 1.936 0.311
C 0.112 2.117 1.675
H 0.823 2.418 2.440
C 0.981 -1.709 -1.848
C 1.460 -3.250 0.443
C -1.103 -2.991 -0.498
C 3.058 1.427 2.581
C 3.076 -1.334 2.854
C 3.489 -0.149 0.320
C -2.800 2.053 0.467
C -3.491 -0.638 0.543
C -2.039 0.406 -1.645
H -0.035 2.300 -0.510
H -0.850 2.595 1.836
H 1.067 -2.679 -2.353
H 1.961 -1.226 -1.826
H 0.311 -1.063 -2.420
H 1.445 -4.077 -0.275
H 1.123 -3.617 1.418
H 2.489 -2.900 0.547
H -0.772 -3.856 -1.085
H -1.868 -2.462 -1.069
H -1.551 -3.345 0.435
H 4.130 1.262 2.731
H 2.580 1.588 3.551
H 2.917 2.323 1.971
H 4.159 -1.378 2.694
H 2.645 -2.318 2.671
H 2.890 -1.063 3.895
H 4.523 0.011 0.647
H 3.214 0.612 -0.414
H 3.421 -1.127 -0.160
H -3.733 2.100 -0.106
H -2.138 2.856 0.135
H -3.022 2.203 1.526
H -4.324 -0.337 -0.102
H -3.795 -0.513 1.585
H -3.274 -1.694 0.375
H -3.012 0.741 -2.021
H -1.837 -0.595 -2.032
H -1.256 1.076 -2.009
C -0.968 0.010 -6.390
C -0.286 0.417 -7.540
C -0.112 1.777 -7.796
C -0.615 2.733 -6.914
C -1.295 2.314 -5.767
C -1.475 0.960 -5.499
O -1.171 -1.315 -6.083
H -0.771 -1.860 -6.780
H 0.107 -0.327 -8.231
H 0.419 2.086 -8.692
H -0.478 3.790 -7.115
H -1.690 3.050 -5.072
H -2.001 0.624 -4.612
S -0.892 -1.788 3.210
C -0.539 -0.803 4.451
N 0.484 -1.040 5.370
C 0.475 0.003 6.365
C -0.734 0.904 5.996
N -1.273 0.337 4.784
H 1.147 -1.827 5.338
H 1.429 0.569 6.308
H 0.346 -0.435 7.379
H -0.415 1.953 5.825
H -1.512 0.862 6.789
H -2.095 0.690 4.272
```

Record order is preserved below.
Electronic energy: -6380.121; -75023.983; -8430.830; -48332.368; -164993.367; -65987.581 eV